(1)
14
Properties=species:S:1:pos:R:3 method="wB97M-V/def2-TZVPD" orbital_gap_ev=9.0 relative_energy_ev=3.353 homo_energy_ev=-8.70
C -0.687 0.283 0.094
C -0.995 1.682 0.448
C 0.962 -1.570 -0.463
N -1.616 -0.503 -0.437
C 0.754 -0.127 -0.104
N 1.644 0.767 -0.004
H -2.549 -0.248 -0.118
H -0.875 0.691 1.436
H 2.587 0.394 -0.120
H -1.943 2.066 0.085
H -0.260 2.366 0.856
H 0.477 -2.212 0.274
H 0.476 -1.779 -1.417
H 2.023 -1.810 -0.531

***

(2)
14
Properties=species:S:1:pos:R:3 method="wB97M-V/def2-TZVPD" orbital_gap_ev=10.0 smiles=CN(C)CC#N relative_energy_ev=0.901 homo_energy_ev=-9.14
C -0.389 1.328 0.288
N -0.454 0.044 -0.389
C -1.226 -0.941 0.345
C 0.824 -0.437 -0.876
C 2.006 -0.082 -0.052
N 2.931 0.251 0.558
H -1.396 1.611 0.608
H -0.018 2.100 -0.394
H 0.263 1.315 1.179
H -0.825 -1.181 1.345
H -1.287 -1.865 -0.240
H -2.247 -0.563 0.466
H 1.021 -0.052 -1.884
H 0.797 -1.528 -0.953

***

(3)
14
Properties=species:S:1:pos:R:3 method="wB97M-V/def2-TZVPD" total_charge=+2 orbital_gap_ev=9.7 smiles="CC(=[NH2+])[N+]1=CC1" relative_energy_ev=2.555 homo_energy_ev=-21.84
C 1.861 -0.105 0.467
C 0.272 0.590 0.188
N -0.037 1.794 0.646
N -0.666 -0.212 -0.300
C -1.897 -0.446 -0.611
C -1.038 -1.525 -0.831
H 1.567 -0.872 1.125
H 2.407 -0.388 -0.433
H 2.488 0.696 0.966
H 0.764 2.423 0.831
H -0.992 2.247 0.551
H -2.894 0.042 -0.824
H -0.949 -2.216 0.010
H -0.887 -2.029 -1.786

***

(4)
15
Properties=species:S:1:pos:R:3 method="wB97M-V/def2-TZVPD" orbital_gap_ev=9.4 smiles="NN=C=O.C=CC" relative_energy_ev=4.203 homo_energy_ev=-8.78
N 0.531 -0.116 -2.497
N 0.793 -0.308 -1.100
C 1.486 -1.056 -0.468
O 2.301 -1.638 0.125
H 0.299 -0.980 -2.943
H -0.335 0.444 -2.647
C -1.320 -0.652 0.604
C -0.872 0.580 0.691
C 0.276 1.105 1.557
H -2.214 -0.931 0.082
H -0.624 -1.373 0.985
H -1.498 1.368 0.323
H -0.358 1.635 2.260
H 0.909 1.754 1.025
H 0.627 0.168 2.004

***

(5)
15
Properties=species:S:1:pos:R:3 method="wB97M-V/def2-TZVPD" orbital_gap_ev=7.6 relative_energy_ev=6.823 homo_energy_ev=-6.76
C -3.350 0.200 0.126
C -1.000 0.614 -0.105
C 2.040 0.066 -0.174
C 0.830 -0.910 -0.447
N -3.617 -1.003 0.220
N -0.989 1.761 -0.416
O -0.462 -0.545 0.006
H -3.808 1.159 0.202
H 2.039 0.480 0.775
H 2.862 -0.723 -0.268
H 2.306 0.706 -1.053
H 1.029 -1.811 0.183
H 1.026 -1.176 -1.447
H -4.499 -1.365 0.248
H -0.127 2.397 -0.494

***

(6)
15
Properties=species:S:1:pos:R:3 method="wB97M-V/def2-TZVPD" orbital_gap_ev=10.4 smiles="NC(=O)CN1CC1" relative_energy_ev=1.818 homo_energy_ev=-9.37
N 1.791 -0.123 -1.211
C 1.377 -0.786 -0.096
O 1.590 -1.971 0.087
C 0.640 0.073 0.925
N -0.440 0.876 0.338
C -1.782 0.505 0.760
C -1.321 0.195 -0.608
H 2.160 -0.674 -1.971
H 1.454 0.807 -1.401
H 0.280 -0.617 1.698
H 1.355 0.763 1.390
H -1.865 -0.335 1.450
H -2.477 1.319 0.940
H -1.104 -0.844 -0.861
H -1.657 0.812 -1.440

***

(7)
15
Properties=species:S:1:pos:R:3 method="wB97M-V/def2-TZVPD" orbital_gap_ev=9.7 smiles="[H]/N=C/C(=C)/C=N/[H].O" relative_energy_ev=3.546 homo_energy_ev=-9.24
H 2.715 -1.206 0.143
N 1.995 -0.391 -0.019
C 1.033 -0.372 0.790
C -0.146 0.456 0.465
C -0.911 0.889 1.480
C -0.157 1.082 -0.891
N -0.639 2.251 -0.892
H -0.568 2.833 -1.801
H 0.854 -0.933 1.674
H -0.602 0.711 2.514
H -1.843 1.414 1.205
H 0.431 0.436 -1.704
O -0.878 -2.307 -0.681
H -0.822 -3.185 -1.011
H -0.463 -1.680 -1.271

***

(8)
15
Properties=species:S:1:pos:R:3 method="wB97M-V/def2-TZVPD" orbital_gap_ev=7.3 relative_energy_ev=4.923 homo_energy_ev=-6.90
C 0.641 1.250 0.357
C 1.331 -0.973 0.142
N -0.110 -1.025 0.131
C -0.536 0.701 -0.454
C -1.871 1.030 -0.098
O 1.737 0.300 0.179
N 2.108 -1.924 -0.154
H -0.513 -1.745 -0.460
H -0.620 -0.839 1.002
H 1.621 -2.815 -0.202
H 0.384 1.298 1.418
H 0.987 2.218 -0.001
H -0.263 0.700 -1.520
H -2.477 1.494 -0.870
H -2.418 0.330 0.531

***

(9)
15
Properties=species:S:1:pos:R:3 method="wB97M-V/def2-TZVPD" orbital_gap_ev=10.3 relative_energy_ev=5.651 homo_energy_ev=-9.45
C -0.838 0.257 0.303
C -1.601 0.831 -0.810
C 0.295 -0.521 -0.356
C 1.681 -0.345 0.162
N 0.490 0.793 -1.762
N -0.609 1.374 -1.797
O -0.904 2.288 -2.593
H -0.397 0.943 0.970
H -1.336 -0.502 0.971
H -2.228 0.148 -1.489
H -2.252 1.778 -0.699
H 0.077 -1.311 -1.062
H 1.828 0.668 0.639
H 2.143 -0.356 -0.936
H 2.066 -1.108 0.808

***

(10)
15
Properties=species:S:1:pos:R:3 method="wB97M-V/def2-TZVPD" orbital_gap_ev=11.0 smiles=CN[C@H](C#N)CO relative_energy_ev=1.755 homo_energy_ev=-10.18
C -1.812 0.420 0.770
N -0.388 0.080 0.789
C 0.250 0.114 -0.518
C -0.408 -0.796 -1.489
N -0.961 -1.515 -2.209
C 1.736 -0.230 -0.350
O 2.376 0.743 0.428
H -2.279 0.019 1.674
H -1.939 1.509 0.767
H -2.348 0.003 -0.100
H -0.269 -0.853 1.174
H 0.179 1.134 -0.918
H 2.235 -0.264 -1.322
H 1.810 -1.237 0.098
H 1.817 0.874 1.208

***

(11)
15
Properties=species:S:1:pos:R:3 method="wB97M-V/def2-TZVPD" orbital_gap_ev=9.3 relative_energy_ev=5.204 homo_energy_ev=-8.70
C 2.065 0.341 2.058
C 0.991 0.098 1.289
N 1.011 0.305 -0.072
C -0.095 0.151 -0.705
C -1.311 -0.569 0.063
N -0.494 0.811 -1.964
O -0.960 -0.365 -2.628
H 3.032 0.773 1.707
H 2.286 -0.003 3.034
H 0.183 -0.270 1.804
H -1.826 0.160 0.747
H -1.267 -1.477 0.828
H -2.055 -0.862 -0.748
H 0.369 1.093 -2.555
H -1.928 -0.186 -2.857

***

(12)
15
Properties=species:S:1:pos:R:3 method="wB97M-V/def2-TZVPD" orbital_gap_ev=9.4 relative_energy_ev=3.102 homo_energy_ev=-8.49
C -1.513 -0.329 -1.252
C -0.826 0.471 -0.176
O -0.747 -0.189 1.121
C 0.544 0.260 1.310
N 1.316 0.151 2.299
C 0.686 0.675 -0.161
N 1.492 -0.498 -0.388
H -0.965 -1.245 -1.488
H -1.603 0.267 -2.169
H -2.519 -0.603 -0.926
H -1.343 1.429 -0.019
H 0.792 0.015 3.153
H 1.078 1.534 -0.745
H 2.348 -0.471 0.144
H 1.131 -1.373 -0.699